# 1
The following is a DFT calculation (wB97M-V/def2-TZVPD) of a molecular structure, C18H47GaNO4Si2 at a distorted geometry.

Output
LUMO level	-4.907	eV
total charge	+1
ΔE to the lowest compared entry with this formula, charge and spin	56.8	kcal/mol
calculated total energy	-3573.24969	Eh
HOMO-LUMO gap	7.06	eV

```
73
Properties=species:S:1:pos:R:3:forces:R:3
O -1.82916 0.95186 0.88448 -0.856 0.349 -1.374
O 1.67801 3.95149 -1.82745 0.203 -0.058 -0.421
C -2.95041 1.46297 0.07360 1.113 0.238 0.557
C -4.14063 1.52178 0.99801 -0.197 -0.401 -0.529
H -3.07059 0.71899 -0.72539 -0.077 0.394 0.135
H -2.67809 2.45982 -0.36498 -0.287 -1.017 0.302
H -4.36757 0.50688 1.33730 -0.139 0.125 -0.036
H -5.00980 1.94283 0.49596 -0.109 -0.012 0.048
H -3.90607 2.10436 1.87022 0.057 0.417 0.350
C -0.87972 1.86837 1.39832 1.455 0.280 0.645
C -0.82525 3.34990 1.00053 0.132 0.372 -0.357
H 0.10150 1.44280 1.09778 -0.239 0.217 0.348
H -0.90948 1.84403 2.50905 -0.231 -0.214 -0.551
H -0.26725 3.56357 0.06742 -0.411 -0.347 0.288
H -0.25370 3.85498 1.79490 -0.181 -0.174 -0.213
H -1.78804 3.87163 0.94147 0.098 -0.259 0.147
C 2.65356 3.07190 -1.31517 0.336 -0.385 -0.173
C 1.21621 3.55032 -3.11525 -0.234 -0.018 -0.125
C 3.15127 3.49889 0.04564 -0.264 0.001 0.310
H 3.52159 3.00490 -1.99811 -0.337 0.074 0.003
H 2.21496 2.06174 -1.25317 0.113 -0.047 0.024
H 3.45997 4.54640 0.05999 -0.015 -0.097 -0.115
H 4.01249 2.87930 0.31664 -0.133 0.102 0.009
H 2.37678 3.36283 0.81181 0.150 0.072 -0.124
C 0.58540 4.75504 -3.78208 -0.245 0.181 0.331
H 0.47009 2.73962 -2.99481 0.170 0.104 -0.012
H 2.01973 3.14917 -3.76391 -0.013 0.173 0.494
H -0.25218 5.11486 -3.17180 0.146 -0.023 -0.132
H 0.20228 4.53151 -4.78009 0.123 -0.079 0.075
H 1.31851 5.56206 -3.84444 -0.069 -0.079 -0.091
H -0.67646 -0.69856 -1.18127 -0.579 1.093 0.991
Ga -0.58697 -1.71338 0.72110 1.857 -1.135 -0.059
C -1.06450 -0.52608 -2.24133 -0.173 -1.601 3.058
Si 0.04349 -1.88306 -2.90798 -0.412 2.330 -1.894
H -2.16010 -0.62488 -2.28339 0.583 -0.059 0.124
H -0.70751 0.41381 -2.64530 0.084 0.146 0.561
C -0.65101 -1.15188 -4.48413 0.747 -1.131 -1.423
C -0.21305 -3.69830 -2.85497 -0.200 -0.401 0.106
C 1.80158 -1.34374 -2.63735 0.064 -0.186 0.052
C -1.12668 -1.47348 2.53166 -1.521 0.425 -0.626
Si 0.19728 -1.28946 3.84847 0.869 0.356 -0.007
H -1.68800 -2.40118 2.73823 -0.091 0.321 -0.062
H -1.83763 -0.64496 2.32752 0.269 -0.365 1.040
C -0.44378 0.03824 4.98736 -0.124 -0.012 0.254
C 1.80908 -0.74208 3.07175 0.001 -0.102 0.015
C 0.51834 -2.97566 4.58122 -0.276 -0.192 0.104
H 1.90729 -0.25087 -2.53346 -0.119 -0.399 -0.089
H 2.28412 -1.64658 -3.57574 0.310 0.107 0.233
H 2.29916 -1.83151 -1.78942 -0.063 0.124 -0.263
H -1.74880 -1.13486 -4.42268 0.370 -0.219 -0.315
H -0.30771 -1.76941 -5.30950 -0.301 0.338 -0.827
H -0.30691 -0.11650 -4.59141 0.078 -0.355 -0.241
H -1.25100 -4.00113 -2.68350 0.119 -0.093 -0.133
H 0.47150 -4.22953 -2.19271 -0.098 0.037 -0.071
H 0.04508 -3.97208 -3.88836 -0.116 -0.207 0.235
H 1.69994 0.21969 2.55740 0.110 -0.055 0.043
H 2.15255 -1.50119 2.35414 0.044 0.399 0.348
H 2.57193 -0.63619 3.85492 -0.110 0.051 -0.189
H 1.10371 -2.85921 5.50096 -0.096 -0.077 -0.101
H 1.10982 -3.59291 3.88880 -0.178 0.247 0.259
H -0.40352 -3.52024 4.82968 0.197 0.109 0.068
H 0.02294 -0.02647 5.97483 -0.042 0.072 -0.071
H -1.52988 -0.02336 5.11853 0.158 0.014 0.042
H -0.20651 1.02235 4.56386 -0.046 -0.166 0.094
N -1.06709 -3.77118 0.36323 -0.733 -0.093 -0.253
C 0.17748 -4.54668 0.61058 0.048 -0.244 -0.074
C 1.27630 -3.61026 1.07378 0.880 0.434 0.671
O 2.08641 -3.95783 1.90706 -0.548 0.262 -1.161
O 1.24073 -2.39283 0.50806 -1.204 -0.066 -0.112
H -1.77894 -4.06858 1.04212 0.232 0.275 -0.368
H -1.44870 -3.97248 -0.55981 0.082 -0.086 0.120
H 0.01395 -5.31119 1.37554 0.032 0.151 -0.212
H 0.51765 -5.02915 -0.31492 -0.162 0.063 0.320
```
Positions in Å, forces in eV/Å.



# 2
The following is a DFT calculation (wB97M-V/def2-TZVPD) of 7 unconnected molecules or ions with the total composition C18H48F2N7O10S2 at a distorted geometry.

Output
LUMO level	-11.441	eV
total charge	+5
ΔE to the lowest compared entry with this formula, charge and spin	33.6	kcal/mol
calculated total energy	-2844.50379	Eh
HOMO-LUMO gap	10.79	eV

```
87
Properties=species:S:1:pos:R:3:forces:R:3
N -0.97138 0.13805 0.96094 -1.644 2.377 -2.808
S -0.66042 -0.74048 -0.34627 4.035 -4.756 1.608
O 0.42781 -0.29919 -1.18846 -1.539 0.971 -0.511
O -1.71042 -1.55902 -0.85355 0.089 0.969 -0.242
F 0.23429 -1.75826 0.56129 -0.730 -0.125 -0.207
S -1.74366 1.41770 0.11240 -1.101 2.478 2.823
O -2.93161 1.08821 -0.57479 0.350 -0.824 -0.498
O -0.84300 2.39999 -0.37633 0.500 -0.520 -0.156
F -2.31491 2.09805 1.45546 0.391 -0.344 0.055
C -0.67343 5.02518 2.21361 0.407 0.881 0.486
C -1.62326 5.95114 2.93926 0.668 0.223 -0.713
O -2.68795 6.29652 2.58873 -0.394 -0.094 0.057
N -1.11929 6.64240 4.22443 -0.979 0.053 -0.048
H -2.00846 6.76094 4.72852 0.205 0.204 0.151
H -0.51777 6.08622 4.83411 0.224 0.049 -0.218
C -0.54570 8.03852 3.95304 0.220 -0.787 0.767
H 0.35760 5.35589 2.36830 -0.006 -0.219 0.351
H -0.81554 5.11431 1.13972 -0.539 -0.292 0.038
H -0.84248 4.02172 2.59970 0.096 -0.133 -0.232
H 0.41662 7.89823 3.47245 -0.068 0.201 -0.265
H -0.38727 8.44881 4.94733 -0.017 0.350 -0.133
H -1.27763 8.59939 3.38504 0.057 0.041 -0.109
C 3.84750 -0.74163 -1.57850 -0.193 -1.137 -0.804
C 5.03528 -1.56138 -1.13967 -0.415 0.597 0.172
O 5.23047 -1.99733 -0.06964 0.222 -0.247 0.231
N 6.07300 -1.88972 -2.23550 0.436 0.489 0.438
H 5.82729 -2.79816 -2.64070 0.025 0.103 -0.168
H 6.07384 -1.17116 -2.96224 -0.214 -0.211 -0.165
C 7.48210 -1.97373 -1.67581 0.120 -0.329 -0.200
H 3.52717 -1.17530 -2.53531 0.078 0.348 -0.137
H 4.02836 0.32278 -1.70612 0.267 -0.012 0.098
H 3.01124 -0.94149 -0.91448 0.213 0.244 0.362
H 8.14290 -2.20386 -2.50803 -0.003 -0.095 0.022
H 7.49340 -2.76855 -0.93903 0.087 0.045 0.066
H 7.77473 -1.02156 -1.24502 -0.220 0.049 0.071
C -3.07386 -4.27788 -1.80924 -0.096 -0.298 -0.033
C -2.06162 -5.14835 -2.48228 -0.823 -0.156 0.141
O -1.20848 -5.79363 -2.00746 0.580 -0.050 -0.104
N -2.34181 -5.34627 -4.01190 0.404 1.254 0.445
H -3.06207 -4.65319 -4.23224 -0.502 -0.705 -0.301
H -1.52762 -4.96788 -4.50608 0.183 -0.634 -0.034
C -2.62809 -6.78330 -4.35767 -0.136 0.199 -0.316
H -2.99766 -3.21735 -2.04333 0.209 -0.012 -0.105
H -2.94756 -4.43294 -0.74141 -0.083 0.157 0.038
H -4.07286 -4.60402 -2.11420 -0.009 -0.042 0.086
H -3.56205 -7.06209 -3.87895 0.028 -0.074 0.046
H -1.79207 -7.37367 -3.99828 -0.023 -0.028 0.067
H -2.71936 -6.86209 -5.43703 -0.023 -0.042 -0.007
C 1.39421 1.69690 -3.67443 0.014 -0.389 -0.590
C -0.03750 1.40671 -3.96940 -0.045 1.060 -0.304
O -0.93958 2.11498 -3.71651 -0.466 -0.359 0.207
N -0.36214 0.17990 -4.86280 0.457 -0.601 0.541
H -0.35490 0.49938 -5.83888 -0.166 -0.148 0.013
H 0.38002 -0.50991 -4.73616 0.215 0.224 -0.370
C -1.62851 -0.52445 -4.44975 0.073 0.348 -0.014
H 2.01212 0.80570 -3.59120 -0.030 -0.011 0.358
H 1.38953 2.34821 -2.80773 0.226 -0.122 0.133
H 1.79859 2.25723 -4.52473 -0.105 0.105 0.001
H -1.65616 -1.49461 -4.93599 -0.022 0.094 -0.213
H -2.48122 0.08487 -4.72710 -0.056 -0.008 0.096
H -1.55287 -0.65893 -3.37260 -0.224 0.058 -0.014
C -2.19855 -3.02338 4.15510 0.390 0.327 -0.211
C -2.73434 -2.27212 2.97692 -0.223 -0.681 0.319
O -3.12653 -2.76870 1.98162 0.001 0.226 -0.419
N -2.85217 -0.75927 3.03078 0.731 1.452 0.382
H -2.48442 -0.31467 3.87621 -0.250 -0.747 0.417
H -2.21595 -0.31698 2.30836 -0.706 -0.913 -0.017
C -4.24794 -0.25006 2.82780 -0.512 0.861 -0.765
H -1.29962 -3.51476 3.77179 -0.086 -0.245 0.162
H -2.93503 -3.78374 4.41070 0.066 -0.090 0.043
H -1.91897 -2.45538 5.03932 -0.212 0.196 -0.059
H -4.32234 0.74473 3.26244 0.119 -0.067 0.136
H -5.03649 -0.86754 3.24602 0.363 -0.373 0.150
H -4.40038 -0.12367 1.75891 -0.117 -0.274 -0.009
C 2.48513 2.52016 1.33929 1.575 0.670 0.705
C 2.39674 1.14794 1.91770 -0.698 0.662 -1.274
O 3.08006 0.23219 1.64195 -0.013 -0.413 0.437
N 1.17422 0.91381 2.80895 -0.209 -0.208 0.825
H 0.85743 1.77820 3.24963 0.159 0.171 -0.317
H 0.40179 0.60708 2.16091 0.286 -0.115 0.176
C 1.48310 -0.05590 3.91506 0.478 -0.613 -0.122
H 2.10459 2.65940 0.33075 -0.428 -0.373 0.068
H 3.56982 2.67994 1.27678 -0.101 0.029 -0.254
H 2.17397 3.32678 2.00309 -0.500 -0.177 -0.034
H 0.63080 -0.31658 4.53610 -0.272 0.261 -0.273
H 2.24978 0.37721 4.55419 -0.008 0.088 -0.064
H 1.88947 -0.95131 3.45213 -0.039 -0.027 0.051
```
Positions in Å, forces in eV/Å.